{
  "formula": "C3H12N2OS",
  "method": "wB97M-V/def2-TZVPD",
  "total_energy_ha": -704.39154,
  "homo_lumo_gap_ev": 9.8,
  "relative_energy_ev": 1.271,
  "e_homo_ev": -9.0,
  "smiles": "NCNCCS.O",
  "max_force_ev_per_a": 3.9,
  "lumo_ev": 0.8,
  "species": ["H", "H", "N", "H", "H", "H", "S", "H", "H", "N", "H", "C", "H", "H", "O", "H", "C", "H", "C"],
  "positions_angstrom": [[0.299, -1.184, 2.290], [-0.753, 0.058, -1.583], [0.702, 0.310, -0.154], [1.888, -1.387, 0.338], [-1.427, 1.323, 1.667], [0.113, -1.767, -2.046], [-2.383, 1.111, 0.745], [-0.412, -1.065, 3.707], [2.400, -0.623, -1.059], [0.679, -1.940, -1.183], [1.329, 1.084, 0.100], [-0.279, 0.891, -1.154], [0.073, -2.524, -0.581], [-0.885, 2.804, -0.084], [0.146, -1.600, 3.167], [0.274, 1.467, -1.897], [-1.280, 1.804, -0.493], [-1.987, 2.140, -1.284], [1.503, -0.904, -0.494]]
}

{
  "formula": "CH4ClOP",
  "method": "wB97M-V/def2-TZVPD",
  "total_energy_ha": -917.25627,
  "homo_lumo_gap_ev": 9.8,
  "relative_energy_ev": 2.077,
  "e_homo_ev": -9.7,
  "smiles": "C=PCl.O",
  "max_force_ev_per_a": 3.6,
  "lumo_ev": 0.0,
  "species": ["H", "H", "Cl", "P", "O", "C", "H", "H"],
  "positions_angstrom": [[3.126, -0.129, -0.087], [-4.093, -0.069, -0.666], [1.050, -1.880, 0.593], [0.897, 0.133, 0.473], [-3.319, 0.187, -0.176], [2.432, 0.615, 0.046], [2.734, 1.702, -0.308], [-2.827, -0.558, 0.126]]
}

{
  "formula": "C34H61FO21",
  "method": "wB97M-V/def2-TZVPD",
  "total_energy_ha": -3012.01742,
  "homo_lumo_gap_ev": 10.1,
  "e_homo_ev": -9.6,
  "smiles": "CCOC(=O)OC.CCOC(=O)OC.CCOC(=O)OC.CCOC(=O)OC.CCOC(=O)OC.CCOC(=O)OC.CCOC(=O)OC.Fc1ccccc1",
  "max_force_ev_per_a": 3.9,
  "lumo_ev": 0.6,
  "species": ["C", "H", "H", "C", "O", "H", "H", "H", "H", "H", "H", "C", "O", "O", "H", "C", "H", "F", "C", "C", "C", "H", "H", "C", "H", "H", "H", "H", "H", "H", "C", "H", "C", "C", "H", "H", "O", "H", "H", "H", "C", "H", "C", "C", "H", "H", "H", "O", "H", "H", "H", "C", "C", "H", "H", "H", "H", "C", "O", "H", "H", "O", "C", "O", "H", "H", "C", "O", "C", "C", "H", "O", "C", "H", "H", "C", "H", "H", "O", "O", "O", "C", "C", "O", "H", "H", "H", "O", "H", "O", "H", "H", "O", "H", "H", "O", "C", "C", "C", "H", "H", "O", "C", "C", "H", "H", "O", "O", "H", "H", "C", "H", "C", "C", "H", "C", "H"],
  "positions_angstrom": [[4.968, 1.708, -2.157], [2.785, 0.412, -2.958], [-4.271, 4.527, 1.076], [-9.164, 4.142, 1.463], [-7.557, 2.983, 0.019], [-1.197, -3.013, -2.121], [2.770, -0.637, -1.540], [-5.688, 0.194, 2.252], [6.834, 0.554, 3.008], [-7.563, 5.043, 0.221], [-9.378, 5.224, 1.634], [3.403, -0.063, -2.184], [4.449, 1.626, 2.021], [5.015, 1.881, -3.347], [-1.259, 5.088, 0.226], [0.294, 0.821, 2.084], [6.204, 5.112, -0.674], [0.767, -0.809, -5.339], [-1.056, 0.953, -2.112], [-1.201, -5.875, -1.364], [5.746, -2.020, 0.306], [0.121, -2.009, -3.189], [8.241, -0.504, 2.876], [-4.060, 2.180, 1.756], [-9.238, 3.614, 2.433], [-6.952, 4.033, 1.613], [1.314, 0.163, 0.256], [-4.699, -4.900, 2.499], [-1.280, -8.597, -0.846], [0.177, 1.705, -5.147], [-3.198, 4.244, 1.235], [-0.728, 0.529, 1.791], [-4.630, -0.070, 2.411], [3.334, 1.004, 1.543], [-2.609, 4.468, -0.816], [0.271, -3.592, -0.180], [4.913, -3.005, 0.751], [-3.085, -4.739, 3.164], [3.762, -3.664, 2.200], [4.015, -0.898, -2.586], [-6.415, 2.964, -0.674], [3.605, 3.436, 2.058], [-3.302, -3.378, -2.302], [7.652, 0.248, 2.344], [-4.141, 1.918, -1.751], [-4.325, -1.041, 1.900], [0.078, -2.275, 2.622], [-2.158, -1.778, 1.029], [8.354, 1.063, 2.203], [-3.217, -5.600, 1.695], [-0.752, 2.781, -3.245], [-3.675, -4.729, 2.270], [-2.327, 4.925, 0.142], [0.628, 1.704, 0.079], [8.129, -0.702, 0.582], [-3.509, -2.684, -3.128], [4.101, -2.029, 2.394], [-7.740, 4.173, 0.869], [3.350, -0.191, 1.418], [7.619, 2.724, -1.944], [-5.164, 1.058, -2.887], [-1.745, -4.729, -1.138], [1.113, 1.069, 0.861], [-5.097, 2.629, 2.186], [7.523, 4.106, 0.068], [-1.148, -1.094, -1.262], [-0.674, 1.684, -3.190], [5.826, -1.584, -0.822], [-1.896, -3.871, -2.349], [0.093, -0.209, -4.281], [0.123, 1.784, 2.579], [4.121, 0.889, -1.446], [-0.187, -0.999, -3.170], [4.764, 3.175, 0.666], [0.310, -1.846, 0.191], [-0.601, -7.965, -0.313], [0.531, -4.047, 2.297], [-1.547, -4.468, -3.213], [5.752, 2.352, -1.220], [2.358, 1.821, 1.210], [-5.615, 3.898, -0.659], [4.527, 3.014, 1.685], [4.576, -2.957, 2.126], [-3.777, 0.884, 1.746], [-9.898, 3.761, 0.745], [5.407, -3.169, 2.726], [5.409, 3.391, 2.280], [-6.247, 1.872, -1.386], [-1.419, 1.467, -1.183], [-0.909, -6.306, -2.451], [-2.685, 5.974, 0.109], [6.731, 0.359, 0.458], [-3.003, 2.799, 1.151], [-3.487, -2.783, -1.380], [-4.376, -0.104, 3.452], [6.371, -1.473, 1.376], [0.009, -3.152, 1.908], [-5.124, 1.973, -2.284], [-0.075, 1.097, -4.302], [-0.548, -8.332, 0.730], [-2.981, 4.442, 2.283], [-1.204, -6.596, -0.188], [7.201, -0.358, 1.087], [6.678, 3.305, -1.794], [6.311, 3.748, -2.685], [0.828, 0.045, 2.762], [-1.326, -3.706, 1.897], [-3.537, -3.512, 1.590], [0.389, -7.827, -0.728], [-4.043, -4.145, -2.309], [7.059, 4.390, -0.844], [-5.089, 2.925, -2.898], [-2.331, -2.916, 1.492], [0.607, -2.829, 0.563], [1.688, -2.822, 0.761], [-0.887, -0.425, -2.092], [7.784, 4.970, -1.349]]
}

{
  "formula": "C19H64B2NO36",
  "method": "wB97M-V/def2-TZVPD",
  "total_energy_ha": -3575.53898,
  "homo_lumo_gap_ev": 8.2,
  "relative_energy_ev": 1.761,
  "e_homo_ev": -7.6,
  "max_force_ev_per_a": 12.3,
  "lumo_ev": 0.6,
  "charge": -1,
  "species": ["O", "H", "H", "C", "O", "O", "C", "H", "H", "H", "H", "H", "H", "H", "H", "H", "H", "C", "O", "O", "O", "H", "O", "O", "H", "H", "B", "O", "O", "C", "O", "O", "H", "B", "H", "H", "O", "O", "H", "C", "H", "H", "O", "H", "H", "H", "O", "H", "H", "H", "O", "O", "H", "C", "H", "H", "H", "H", "H", "H", "H", "C", "O", "H", "O", "H", "H", "H", "H", "H", "H", "C", "H", "H", "O", "C", "O", "C", "C", "H", "H", "H", "H", "N", "O", "H", "O", "O", "H", "H", "O", "O", "H", "C", "H", "O", "O", "C", "O", "H", "H", "H", "H", "O", "H", "O", "C", "O", "C", "H", "H", "O", "H", "H", "C", "C", "C", "O", "O", "H", "H", "C"],
  "positions_angstrom": [[5.149, 0.085, 1.080], [-1.382, -2.173, 5.709], [0.684, 2.371, 0.605], [0.392, 4.815, 0.390], [-2.315, 6.459, -1.701], [4.284, 2.281, 0.571], [4.929, -0.510, 2.226], [-2.596, 0.403, -4.685], [-0.613, -3.610, -2.213], [-0.763, 2.283, 1.123], [-1.273, -2.423, -3.199], [-1.213, -2.240, -0.474], [-2.173, -5.793, -3.489], [3.106, -2.887, -5.181], [0.831, -1.442, -1.600], [-1.187, -0.691, 5.708], [-1.635, 3.884, -4.297], [3.192, 1.557, -1.174], [-5.750, 1.127, 0.128], [-4.048, -2.886, -0.034], [2.700, 1.567, -2.378], [-2.704, 5.589, -0.066], [3.342, -0.323, 3.955], [3.670, 3.814, -0.856], [-2.130, -0.850, -1.367], [-1.224, 1.075, 2.715], [3.965, 0.847, 0.709], [-1.640, -1.493, 5.312], [-2.093, 0.711, -3.896], [3.771, -0.165, 2.790], [-1.115, 3.370, -3.785], [-0.102, -3.834, 4.039], [0.246, -0.903, 3.226], [4.104, -2.856, -0.799], [1.433, 4.689, 0.548], [-2.105, -6.478, -1.514], [3.325, 0.504, -0.543], [3.272, -2.382, 0.347], [-0.775, 8.011, 0.858], [3.297, -3.250, 1.234], [1.044, 6.312, 3.579], [-4.505, 2.276, -2.447], [-1.926, -4.203, 1.186], [-0.759, -2.006, 2.255], [-4.883, -2.608, 0.337], [-0.995, -3.392, 4.419], [-1.461, -6.858, -2.096], [-0.231, -4.504, 1.447], [2.342, -4.062, -5.202], [0.237, 5.797, -0.046], [-2.576, -5.478, -4.160], [6.151, -0.853, -2.525], [-1.543, 6.248, -2.053], [4.059, -1.679, -2.724], [-0.253, 3.182, -3.967], [-5.476, 1.565, 0.846], [-5.182, 1.145, -0.546], [1.151, 5.763, -3.011], [0.605, -5.471, -0.029], [0.479, 1.411, 4.612], [1.733, 1.040, 3.696], [-0.067, -1.252, -2.135], [-4.011, -1.474, 6.324], [0.297, 1.128, -1.425], [3.127, 0.513, 1.933], [-4.097, -3.194, -0.974], [-2.598, 1.042, 0.773], [-2.565, -3.435, 0.984], [0.427, 3.595, -1.357], [0.655, -1.476, 0.561], [-0.013, -0.537, -2.815], [-1.571, 0.034, 2.392], [0.284, -3.314, 4.677], [-2.339, 7.488, -1.533], [2.617, -3.378, -5.757], [-0.295, 3.716, -0.448], [5.392, -2.112, -0.937], [-0.589, 1.238, -0.731], [-1.182, -1.159, -0.985], [-1.432, 7.065, 1.715], [-4.405, -0.492, 6.148], [-3.264, -6.269, -4.511], [-3.151, -1.315, 5.826], [-0.909, -0.058, -0.043], [5.849, -1.134, 2.699], [-0.639, -6.504, -1.826], [-4.585, 1.300, -2.373], [3.869, -1.562, -3.960], [0.991, -4.014, 2.186], [0.293, 7.371, 3.008], [-0.803, 7.736, 1.777], [0.142, 6.082, -3.241], [1.659, -5.901, -1.261], [-2.072, 0.022, 0.952], [-2.824, -0.918, 0.970], [0.843, 7.171, 3.838], [0.740, -4.740, 1.528], [-0.255, 2.370, 0.100], [3.064, -2.993, 2.488], [-2.915, 4.938, 1.401], [-1.329, 1.390, -1.393], [-1.524, 1.412, -4.039], [1.017, 0.033, 1.151], [4.015, -5.463, 1.236], [-1.246, 3.900, -0.906], [-2.806, 5.842, 0.988], [3.650, 2.614, -0.418], [4.267, -4.265, -0.499], [5.285, -1.488, -2.016], [-0.214, 5.015, 1.200], [-2.482, -0.201, 3.123], [0.976, 1.598, 3.846], [-0.159, 5.164, -3.436], [-3.822, 1.214, -2.936], [0.192, -0.581, 0.863], [3.975, -4.463, 0.683], [-0.425, -0.957, 2.272], [3.368, -2.500, -2.030], [0.667, -5.898, -0.966], [0.436, -2.456, -3.820], [-2.069, -4.803, 0.471], [-0.305, -2.566, -2.933]]
}

{
  "formula": "C36H50N4O10",
  "method": "wB97M-V/def2-TZVPD",
  "total_energy_ha": -2373.14069,
  "homo_lumo_gap_ev": 7.7,
  "e_homo_ev": -7.6,
  "smiles": "c1cc[nH]c1.c1cc[nH]c1.c1cc[nH]c1.c1cc[nH]c1.O=C1CCCO1.O=C1CCCO1.O=C1CCCO1.O=C1CCCO1.O=C1CCCO1",
  "max_force_ev_per_a": 3.7,
  "lumo_ev": 0.1,
  "species": ["O", "C", "H", "C", "H", "H", "O", "H", "C", "C", "H", "H", "C", "C", "H", "H", "H", "H", "H", "H", "C", "C", "H", "O", "C", "H", "H", "O", "C", "H", "H", "H", "H", "H", "H", "H", "H", "O", "C", "H", "C", "O", "O", "C", "C", "C", "H", "C", "N", "H", "H", "H", "H", "H", "C", "C", "C", "O", "H", "C", "H", "H", "H", "H", "O", "C", "C", "C", "C", "N", "N", "O", "H", "N", "H", "C", "H", "C", "H", "H", "H", "C", "C", "H", "H", "H", "H", "H", "H", "C", "C", "H", "H", "C", "C", "C", "C", "C", "H", "C"],
  "positions_angstrom": [[2.862, 4.631, -2.939], [0.372, -5.671, 1.207], [0.408, 2.831, 0.937], [3.407, -4.586, -4.826], [1.899, 4.276, 2.572], [1.618, -4.400, -0.066], [0.879, -5.529, 2.572], [1.167, 0.250, -4.810], [0.709, -0.310, 0.007], [0.074, 6.978, 2.452], [-0.484, 7.819, 2.068], [-2.625, -2.624, -4.533], [-2.380, -3.472, -3.892], [4.383, 3.769, -1.435], [-4.103, -3.880, 2.933], [-1.299, -0.876, -0.067], [1.904, -6.166, -2.474], [3.854, -4.597, -5.809], [3.237, 4.651, 0.235], [3.759, 2.789, -3.257], [-2.130, -2.765, -1.687], [1.172, 5.816, 3.960], [0.279, 7.627, 4.546], [-0.926, -2.919, -2.198], [-2.344, 2.953, 6.017], [-0.380, 4.566, 4.057], [-2.446, -1.552, 3.505], [2.031, -4.012, 3.707], [-4.107, -2.938, 3.481], [0.429, 5.649, 0.780], [-2.411, -2.713, 2.118], [-3.711, -3.099, 4.484], [-1.159, 4.764, 6.488], [-2.543, -4.294, -4.588], [-0.032, -2.895, 1.979], [3.285, -6.675, -4.495], [-0.713, -5.726, 1.285], [-5.310, -2.088, 3.407], [-0.942, 1.161, 0.507], [1.543, 1.264, -2.190], [4.017, 3.782, -2.888], [1.286, 5.318, -1.651], [-2.328, -2.153, -0.656], [1.370, -4.326, 2.752], [2.271, 4.675, -1.796], [-3.811, -1.068, 1.907], [1.735, -2.656, 1.466], [1.354, 0.904, 0.387], [-0.928, 3.862, 4.531], [-1.201, 2.379, 2.940], [4.876, 4.172, -3.435], [-0.428, -2.597, -4.171], [-0.704, 2.898, -3.451], [1.757, -3.448, -2.162], [-1.401, 3.954, 5.815], [-1.435, 2.716, 3.939], [0.912, -3.342, 1.668], [-5.824, 0.026, 2.816], [0.724, -6.498, 0.591], [-5.055, -0.943, 2.735], [1.267, -0.695, -3.302], [2.652, 3.067, -0.307], [1.593, 5.632, 4.937], [3.103, -2.504, -4.352], [-2.511, 0.708, -3.049], [0.559, 5.874, 1.828], [2.334, -5.359, -3.049], [0.728, 0.096, -3.824], [0.278, 1.791, 0.674], [0.413, 6.976, 3.786], [3.082, -5.742, -4.165], [-0.681, -0.103, -3.868], [2.405, 1.060, 0.580], [-0.656, -0.125, 0.142], [1.058, -1.299, -0.249], [0.720, -4.347, 0.551], [-3.240, -0.157, 1.726], [-1.355, 0.823, -3.241], [-3.227, -4.440, -2.023], [-3.028, 1.401, 4.603], [1.501, 2.138, -3.579], [3.089, 4.011, -0.634], [2.283, -4.003, -2.925], [-0.150, -4.048, -0.034], [-0.359, -4.288, -3.610], [-1.947, 1.553, 0.555], [4.872, 2.832, -1.168], [5.137, 4.526, -1.219], [-0.686, 2.327, -1.791], [-3.131, -3.474, -2.518], [-2.312, 2.179, 4.822], [-4.019, -2.844, -2.575], [-4.032, -1.541, 0.950], [0.900, 1.391, -3.061], [-3.034, -2.099, 2.768], [-0.909, -3.349, -3.546], [1.288, 5.148, 2.752], [-0.468, 2.041, -2.820], [-2.888, 2.710, 6.917], [2.961, -3.533, -4.056]]
}